Record 1
{"formula": "C7H11N4O", "method": "ωB97M-V with the def2-TZVPD basis set", "homo_lumo_gap_ev": 10.13, "smiles": "CC[N@+]1(C)N=C(C#N)N(C)C1=O", "e_homo_ev": -15.0298, "charge": 1, "total_energy_ha": -567.2582, "symbols": ["C", "C", "C", "C", "C", "C", "C", "N", "N", "N", "N", "O", "H", "H", "H", "H", "H", "H", "H", "H", "H", "H", "H"], "positions_angstrom": [[-2.30625, -1.81485, -1.55397], [-1.58913, -0.83793, -0.92174], [-0.04174, 0.78107, -1.00988], [0.46642, -0.89020, 2.47234], [-0.52143, -0.35968, -3.18707], [-0.65854, 1.45742, 1.39200], [0.73593, -0.50018, 1.03851], [-2.72441, -2.75174, -2.07213], [-1.38238, -0.57537, 0.29254], [-0.83471, -0.01463, -1.75363], [-0.35512, 0.38058, 0.46458], [0.86682, 1.48673, -1.26193], [0.61338, -0.06348, 3.16375], [-0.60758, -1.22296, 2.50942], [1.19593, -1.59567, 2.83759], [-1.38445, -0.05003, -3.74334], [0.37729, 0.13478, -3.57870], [-0.47979, -1.51327, -3.24479], [-1.39527, 1.12872, 2.20259], [0.23176, 1.61854, 1.96148], [-0.96582, 2.39942, 0.93379], [0.87406, -1.36740, 0.42087], [1.60536, 0.07161, 0.94212]]}


Record 2
{"formula": "C52H120N8O8", "method": "ωB97M-V with the def2-TZVPD basis set", "homo_lumo_gap_ev": 8.39, "smiles": "CC1(C)CCCC(C)(C)N1O.CC1(C)CCCC(C)(C)N1O.CC1(C)CCCC(C)(C)N1O.CC1(C)CCCC(C)(C)N1O.COC[C@H](C)N.COC[C@H](C)N.COC[C@H](C)N.COC[C@H](C)N", "e_homo_ev": -8.0012, "total_energy_ha": -3092.8296, "symbols": ["C", "C", "C", "O", "C", "N", "H", "H", "H", "H", "H", "H", "H", "H", "H", "H", "H", "C", "C", "C", "O", "C", "N", "H", "H", "H", "H", "H", "H", "H", "H", "H", "H", "H", "C", "C", "C", "O", "C", "N", "H", "H", "H", "H", "H", "H", "H", "H", "H", "H", "H", "C", "C", "C", "O", "C", "N", "H", "H", "H", "H", "H", "H", "H", "H", "H", "H", "H", "C", "C", "C", "C", "C", "C", "N", "O", "C", "C", "C", "H", "H", "H", "H", "H", "H", "H", "H", "H", "H", "H", "H", "H", "H", "H", "H", "H", "H", "H", "C", "C", "C", "C", "C", "C", "N", "O", "C", "C", "C", "H", "H", "H", "H", "H", "H", "H", "H", "H", "H", "H", "H", "H", "H", "H", "H", "H", "H", "H", "C", "C", "C", "C", "C", "C", "N", "O", "C", "C", "C", "H", "H", "H", "H", "H", "H", "H", "H", "H", "H", "H", "H", "H", "H", "H", "H", "H", "H", "H", "C", "C", "C", "C", "C", "C", "N", "O", "C", "C", "C", "H", "H", "H", "H", "H", "H", "H", "H", "H", "H", "H", "H", "H", "H", "H", "H", "H", "H", "H"], "positions_angstrom": [[-1.28804, -1.15043, 1.06725], [-0.14332, -1.56580, 0.10357], [-0.18699, -0.79584, -1.21299], [0.11499, 0.56595, -0.83274], [0.07062, 1.50928, -1.85599], [1.12961, -1.41743, 0.71368], [-1.29480, -0.08162, 1.28101], [-1.13110, -1.65011, 2.02318], [-2.25613, -1.39565, 0.63045], [-0.22157, -2.59350, -0.25112], [-1.17476, -0.88993, -1.66417], [0.52965, -1.06889, -1.98758], [0.62817, 1.27659, -2.76322], [0.46488, 2.44210, -1.45285], [-0.96114, 1.68302, -2.16158], [1.21363, -0.41966, 0.58144], [1.82234, -1.82300, 0.10070], [5.02497, -2.36895, 1.74909], [4.88141, -3.85070, 1.56669], [5.12215, -4.43731, 2.99917], [4.68359, -5.78095, 3.14658], [5.61961, -6.83797, 2.78356], [3.54172, -4.12893, 1.07854], [6.05045, -2.04949, 1.93467], [4.43513, -2.06346, 2.61331], [4.66218, -1.88942, 0.83996], [5.69896, -4.28089, 0.98822], [4.54144, -3.95465, 3.78525], [6.09632, -4.15013, 3.39491], [6.58678, -6.66473, 3.25544], [5.81918, -6.81629, 1.71221], [5.31209, -7.84419, 3.06826], [2.90261, -3.88729, 1.82233], [3.46818, -5.13259, 1.16427], [1.75573, -5.11430, 4.15590], [0.95522, -3.91795, 3.76149], [-0.03398, -3.35162, 4.86877], [-1.19898, -4.11035, 5.08542], [-2.23549, -3.23671, 5.42412], [1.92025, -2.91132, 3.36813], [2.54658, -4.76811, 4.82133], [2.14382, -5.63144, 3.27838], [0.99334, -5.73565, 4.62579], [0.48122, -4.16996, 2.81285], [-0.21277, -2.35274, 4.47081], [0.54150, -3.04703, 5.74291], [-3.03196, -3.74293, 5.96954], [-2.75859, -3.02608, 4.49132], [-2.02263, -2.35034, 6.02173], [1.80920, -2.43903, 2.48229], [2.03207, -2.17511, 4.05048], [3.58628, -4.82907, -3.17611], [2.47581, -3.98806, -2.49733], [1.38756, -4.87535, -1.83513], [0.98703, -5.88457, -2.73915], [-0.40149, -5.88302, -3.06756], [3.12609, -3.07947, -1.52930], [4.29961, -4.23777, -3.75024], [3.15477, -5.60842, -3.80421], [4.15928, -5.41132, -2.45448], [2.00479, -3.40333, -3.28747], [0.50418, -4.31325, -1.53217], [1.78734, -5.35392, -0.94113], [-0.75026, -5.12289, -3.76658], [-0.97283, -5.82163, -2.14132], [-0.65381, -6.78569, -3.62400], [3.38041, -3.62853, -0.72062], [4.05015, -2.79136, -1.81777], [-7.12688, 3.35297, -1.07271], [-6.21216, 3.84039, -2.29388], [-4.67503, 3.76169, -1.94249], [-4.11308, 2.37659, -1.78608], [-4.40418, 1.59921, -3.10590], [-5.89590, 1.58872, -3.54635], [-6.38187, 2.97585, -3.52935], [-7.72746, 2.97862, -3.98473], [-5.76638, 1.23111, -5.06149], [-6.70746, 0.47882, -2.71978], [-6.51175, 5.36435, -2.59487], [-6.98457, 3.97169, -0.18668], [-6.96983, 2.31315, -0.78597], [-8.17427, 3.49419, -1.33940], [-4.19502, 4.45283, -2.63533], [-4.61574, 4.12806, -0.91761], [-4.55799, 1.77288, -0.99508], [-3.03936, 2.40927, -1.60126], [-4.09646, 0.57569, -2.89183], [-3.76297, 1.82833, -3.95705], [-6.64352, 1.25144, -5.70825], [-5.02818, 1.82243, -5.60326], [-5.30166, 0.25097, -5.16853], [-6.08628, 0.00132, -1.96200], [-7.59685, 0.88701, -2.23972], [-7.10682, -0.23933, -3.43591], [-5.98001, 5.70400, -3.48368], [-6.21374, 5.98979, -1.75337], [-7.56658, 5.60685, -2.72376], [-7.71930, 3.53502, -4.76699], [2.67807, -0.15281, -5.20847], [3.42118, 0.95926, -4.42241], [4.87921, 0.82743, -4.90049], [5.73958, 2.08000, -4.62640], [5.04016, 3.18789, -5.52769], [3.56656, 3.42897, -5.05477], [2.75584, 2.18077, -5.08732], [1.37465, 2.33878, -4.75284], [3.60839, 4.18489, -3.66926], [2.96872, 4.27190, -6.22398], [3.28169, 0.75861, -2.93625], [2.79888, 0.03370, -6.27557], [1.60247, -0.13052, -5.03329], [3.00982, -1.16031, -4.95754], [5.24230, -0.05641, -4.37597], [4.91678, 0.67860, -5.97962], [6.78094, 1.94997, -4.92096], [5.65269, 2.43747, -3.60036], [5.05431, 2.88958, -6.57598], [5.45468, 4.19597, -5.53467], [4.06855, 3.57108, -2.89493], [4.12094, 5.13733, -3.80439], [2.61278, 4.42822, -3.29825], [3.36543, 5.26002, -6.45709], [2.80974, 3.61772, -7.08123], [1.94969, 4.59776, -6.01543], [2.88398, -0.23985, -2.75455], [2.67199, 1.51790, -2.44652], [4.23941, 0.74667, -2.41594], [0.96764, 1.85021, -5.47202], [-7.66962, 2.08994, 2.47184], [-6.57277, 1.01514, 2.54365], [-5.29321, 1.73621, 1.99409], [-4.09502, 0.89226, 2.29220], [-3.97574, 0.54744, 3.79285], [-5.18210, -0.16349, 4.41300], [-6.44873, 0.52371, 3.98459], [-7.69277, 0.00299, 4.58294], [-5.21675, -1.65644, 3.99527], [-5.01452, -0.17194, 5.93150], [-7.02301, -0.07753, 1.56388], [-7.57924, 2.82933, 1.67609], [-7.65505, 2.54363, 3.46282], [-8.64895, 1.61630, 2.54028], [-5.50560, 1.90899, 0.93903], [-5.07369, 2.73248, 2.37797], [-3.16001, 1.39554, 2.04609], [-4.09566, 0.01356, 1.64724], [-3.79889, 1.50363, 4.28532], [-3.05765, -0.03647, 3.85810], [-6.23838, -2.02942, 4.06776], [-4.72384, -1.75878, 3.02849], [-4.68316, -2.36112, 4.63308], [-5.48629, 0.70472, 6.37538], [-5.28743, -1.11260, 6.40982], [-3.97105, -0.10109, 6.23846], [-7.86993, -0.62884, 1.97238], [-6.27150, -0.85694, 1.43799], [-7.22433, 0.32769, 0.57223], [-7.99866, -0.67592, 3.97705], [3.63026, 0.98475, 0.44096], [2.94626, 1.84970, 1.61499], [3.03718, 0.99751, 2.93712], [4.40883, 0.96064, 3.61027], [4.93214, 2.35792, 3.75754], [5.06439, 3.23767, 2.45913], [3.76324, 3.12944, 1.73446], [3.67166, 3.92458, 0.59273], [5.31521, 4.70808, 2.90740], [6.27859, 2.78990, 1.62578], [1.41235, 2.10125, 1.40949], [3.80733, 1.61686, -0.42920], [2.87116, 0.25143, 0.16871], [4.55945, 0.45838, 0.65927], [2.37169, 1.47293, 3.65767], [2.75645, -0.04701, 2.80190], [5.01132, 0.41370, 2.88503], [4.52674, 0.39071, 4.53187], [5.93660, 2.35075, 4.18073], [4.34581, 2.86384, 4.52459], [5.53318, 5.22634, 1.97361], [4.41065, 5.10772, 3.36584], [6.11078, 4.76700, 3.65016], [6.26671, 3.25249, 0.63888], [7.27372, 3.14326, 1.89589], [6.17712, 1.71395, 1.48398], [0.81764, 1.18852, 1.44619], [1.24476, 2.56363, 0.43676], [1.08920, 2.84062, 2.14231], [3.01510, 4.54696, 0.91392]]}


Record 3
{"formula": "C20H31N3O3S", "method": "ωB97M-V with the def2-TZVPD basis set", "homo_lumo_gap_ev": 9.21, "smiles": "C[C@@H]1CCC[C@H](C)N1S(=O)(=O)c1ccc(NC(=O)CNC2CCCC2)cc1", "e_homo_ev": -8.6436, "total_energy_ha": -1568.9027, "symbols": ["C", "H", "H", "H", "C", "N", "S", "O", "O", "C", "C", "C", "C", "C", "C", "H", "H", "N", "C", "O", "C", "N", "H", "C", "C", "H", "H", "C", "H", "H", "C", "H", "H", "C", "H", "H", "H", "H", "H", "H", "H", "H", "C", "C", "H", "H", "H", "H", "C", "C", "C", "H", "H", "H", "H", "H", "H", "H"], "positions_angstrom": [[-4.81301, -1.27225, -1.98125], [-4.36516, -1.49303, -2.94762], [-5.81416, -0.88802, -2.14555], [-4.87463, -2.19049, -1.40409], [-3.93177, -0.27277, -1.22699], [-4.27266, -0.12886, 0.17175], [-3.63359, -1.26644, 1.18472], [-4.14822, -1.02430, 2.50146], [-3.76454, -2.59244, 0.64170], [-1.89898, -0.82297, 1.14596], [-1.53522, 0.46021, 1.50823], [-0.20555, 0.83533, 1.48826], [0.76693, -0.08985, 1.10469], [0.38643, -1.38455, 0.74401], [-0.94600, -1.74809, 0.76454], [-1.26837, -2.74010, 0.49018], [1.14164, -2.09980, 0.45142], [2.12003, 0.22279, 1.07230], [2.74434, 1.40579, 1.31181], [2.20921, 2.45081, 1.60238], [4.26414, 1.26550, 1.19890], [4.62742, 0.14909, 0.34638], [4.50553, 0.40734, -0.62924], [5.96423, -0.39081, 0.53712], [6.09437, -1.72259, -0.23211], [6.03297, -2.58226, 0.43196], [5.27634, -1.79464, -0.95052], [7.43196, -1.65066, -0.96756], [7.44834, -2.27584, -1.85872], [8.24092, -1.96833, -0.30827], [7.57965, -0.16557, -1.28253], [6.92391, 0.10480, -2.11250], [8.59871, 0.11077, -1.54780], [7.11027, 0.50444, 0.00717], [7.92636, 0.52797, 0.72964], [6.77578, 1.52911, -0.15405], [6.07878, -0.55532, 1.61297], [4.67186, 2.23792, 0.88910], [4.63448, 1.06519, 2.21026], [2.76446, -0.51932, 0.80531], [0.09396, 1.83200, 1.76682], [-2.30312, 1.15432, 1.80993], [-5.39072, 0.67782, 0.61357], [-6.74411, -0.02345, 0.46269], [-7.49638, 0.51118, 1.03802], [-7.06948, -0.06799, -0.57199], [-6.66309, -1.03555, 0.85084], [-5.21992, 0.81303, 1.68714], [-5.34548, 2.04287, -0.08235], [-5.17369, 1.89698, -1.59128], [-3.90065, 1.11068, -1.88829], [-3.76793, 0.98864, -2.96412], [-3.04453, 1.66612, -1.49876], [-6.03739, 1.39011, -2.02174], [-5.10936, 2.88559, -2.05051], [-6.26164, 2.58821, 0.14739], [-4.50161, 2.61362, 0.31085], [-2.91205, -0.68195, -1.22167]]}